Version P
{
  "formula": "C3H8NO",
  "method": "ωB97M-V/def2-TZVPD",
  "charge": 1,
  "lumo_ev": -4.96,
  "species": ["C", "C", "C", "N", "O", "H", "H", "H", "H", "H", "H", "H", "H"],
  "xyz": [[2.69, -0.50, 1.30], [-1.98, -0.33, 0.28], [-0.60, 1.07, -1.01], [-0.79, -0.06, -0.14], [1.72, -0.80, 0.65], [3.39, -1.24, 1.64], [2.65, 0.46, 1.87], [-0.08, -0.88, -0.12], [-2.56, 0.50, 0.02], [-2.25, -1.21, 0.85], [-1.40, 1.78, -0.87], [0.37, 1.52, -1.01], [-0.55, 0.50, -1.94]]
}

Version Q
{
  "formula": "C3H8NO",
  "method": "ωB97M-V/def2-TZVPD",
  "charge": 1,
  "lumo_ev": -8.51,
  "species": ["C", "C", "C", "O", "N", "H", "H", "H", "H", "H", "H", "H", "H"],
  "xyz": [[0.30, 0.12, -0.01], [-0.66, 1.08, -0.12], [-0.12, -1.17, -0.25], [-2.78, -0.11, -0.34], [2.55, 0.23, 0.63], [1.29, 0.32, 0.68], [2.89, -0.61, 0.15], [-0.54, 2.08, 0.30], [-1.10, -1.60, -0.48], [0.45, -2.02, 0.16], [3.15, 1.06, 0.51], [-1.79, 0.82, -0.48], [-3.64, -0.22, -0.76]]
}

Version R
{
  "formula": "C3H8NO",
  "method": "ωB97M-V/def2-TZVPD",
  "smiles": "C1C[NH2+]OC1",
  "charge": 1,
  "lumo_ev": -3.68,
  "species": ["C", "C", "N", "O", "C", "H", "H", "H", "H", "H", "H", "H", "H"],
  "xyz": [[0.88, 0.55, 0.12], [0.57, -0.80, -0.47], [-0.67, -1.06, 0.32], [-1.49, 0.08, -0.01], [-0.50, 1.19, -0.04], [1.66, 1.01, -0.48], [1.01, 0.48, 1.22], [1.22, -1.58, -0.24], [0.40, -0.69, -1.54], [-1.33, -1.86, 0.06], [-0.56, -0.93, 1.36], [-0.71, 1.91, 0.64], [-0.48, 1.70, -0.96]]
}

Version S
{
  "formula": "C3H8NO",
  "method": "ωB97M-V/def2-TZVPD",
  "charge": 1,
  "lumo_ev": -6.51,
  "species": ["C", "N", "H", "H", "H", "H", "C", "C", "O", "H", "H", "H", "H"],
  "xyz": [[-1.27, -2.73, 0.05], [-0.51, -2.53, 1.07], [-2.22, -2.22, 0.00], [-0.90, -3.05, -0.92], [-0.64, -1.61, 1.50], [0.29, -3.15, 1.17], [1.51, 2.65, -0.85], [0.42, 1.89, -0.71], [0.13, 1.02, 0.30], [1.40, 3.56, -1.42], [2.24, 2.58, -0.05], [-0.43, 2.19, -1.33], [-0.01, 1.40, 1.19]]
}

Top of the stability list: version P, leading by 53.6 kJ/mol.

Version P
{
  "formula": "C2H3ClN2",
  "method": "ωB97M-V/def2-TZVPD",
  "charge": 0,
  "lumo_ev": 0.04,
  "species": ["C", "C", "N", "N", "Cl", "H", "H", "H"],
  "xyz": [[-0.46, -0.15, 0.35], [0.66, 0.43, -0.42], [-1.83, -0.04, -0.09], [-1.29, -1.15, -0.18], [2.07, -0.63, -0.25], [-0.35, -0.37, 1.95], [0.84, 1.44, 0.06], [0.36, 0.48, -1.42]]
}

Version Q
{
  "formula": "C2H3ClN2",
  "method": "ωB97M-V/def2-TZVPD",
  "smiles": "CC1=NN1Cl",
  "charge": 0,
  "lumo_ev": 0.73,
  "species": ["C", "C", "N", "N", "Cl", "H", "H", "H"],
  "xyz": [[-1.03, 0.31, 0.43], [0.44, -0.25, 0.23], [1.61, -0.38, 0.65], [1.22, -0.96, -0.68], [1.75, 0.02, -2.06], [-1.43, -0.15, 1.33], [-1.61, 0.03, -0.45], [-0.95, 1.39, 0.54]]
}

Top of the stability list: version Q, leading by 70.5 kJ/mol.